Here is an isolated molecule of C3H5Cl2F from the OMol25 dataset. Energies are from wB97M-V/def2-TZVPD.

Results
ΔE to the lowest compared entry with this formula, charge and spin (kJ/mol): 25.1
Frontier orbital gap (Eh): 0.43351
SMILES string: C[C@H](Cl)[C@H](F)Cl
HOMO energy (eV): -10.98

```
! wB97M-V def2-TZVPD RIJCOSX def2/J DEFGRID3
* xyz 0 1
C -0.52092 1.12786 0.59138
C -0.25678 0.02676 -0.43580
C 0.81602 -1.10316 -0.16584
H -1.50870 1.58290 0.18895
H 0.21376 1.95041 0.48143
H -0.61931 0.64699 1.56960
H -0.14117 0.39415 -1.42132
H 0.67980 -2.03528 -0.82408
F 0.88495 -1.43872 1.16220
Cl -1.89183 -0.88342 -0.52680
Cl 2.34418 -0.26849 -0.61971
*
```

---

Here is an isolated molecule of C3H4N2O2 from the OMol25 dataset. Energies are from wB97M-V/def2-TZVPD.

Results
ΔE to the lowest compared entry with this formula, charge and spin (kJ/mol): 640.1
Frontier orbital gap (Eh): 0.35819
SMILES string: C=C/C=N\[N+](=O)[O-]
HOMO energy (eV): -10.50

```
! wB97M-V def2-TZVPD RIJCOSX def2/J DEFGRID3
* xyz 0 1
C 0.30658 -0.37278 0.59364
C -0.40878 1.10175 -1.02279
C 0.50904 0.08011 -0.63041
N -0.62069 1.63824 -2.19141
N 0.18756 1.23498 -3.24377
O 1.36456 1.11954 -3.00649
O -0.42259 1.18869 -4.26146
H 0.88814 -1.02577 1.21916
H -0.44185 0.18114 1.01875
H -1.12841 1.47887 -0.24579
H 1.37752 0.10109 -1.23229
*
```

---

Here is a structure of composition C34H24N4O8PSY from the OMol25 dataset. Energies are from wB97M-V/def2-TZVPD.

Results
ΔE to the lowest compared entry with this formula, charge and spin (kJ/mol): 27.9
Frontier orbital gap (Eh): 0.24111
HOMO energy (eV): -2.19

```
! wB97M-V def2-TZVPD RIJCOSX def2/J DEFGRID3
* xyz -2 1
Y -0.54574 -1.98718 0.68105
N -2.76442 -1.87893 -3.36423
C -1.89007 -2.28194 -2.35931
S -2.54093 -3.17696 -1.03276
N -0.64428 -1.98778 -2.60151
N 0.25719 -2.21502 -1.56309
C 1.47054 -2.22752 -1.96687
C 2.67847 -2.22348 -1.14651
C 3.89599 -2.01843 -1.80936
C 5.09869 -1.92408 -1.13625
C 5.08238 -2.04568 0.26000
C 3.90382 -2.25350 0.93951
C 2.65840 -2.34835 0.27034
O 1.56892 -2.55690 0.92665
H -3.70522 -1.76864 -3.02434
H -2.41247 -1.08366 -3.87923
H 1.61451 -2.15483 -3.04553
H 3.87440 -1.91738 -2.89218
H 6.02409 -1.74992 -1.67129
H 6.01072 -1.96153 0.81626
H 3.88467 -2.33993 2.02122
O -6.49242 -2.00957 3.21748
C -5.20108 -1.97224 2.76463
C -4.34457 -3.05056 2.92213
C -3.06193 -2.93369 2.42922
N -2.64873 -1.84560 1.79133
C -3.47833 -0.81463 1.64045
C -4.76770 -0.82474 2.12268
C -2.95412 0.31247 0.77184
O -3.51798 1.40490 0.78807
O -1.95390 -0.04929 0.06322
C -2.06943 -4.09505 2.50689
O -2.41352 -5.08908 3.14281
O -0.97833 -3.89678 1.87226
H -6.65175 -2.89204 3.56882
H -4.63484 -3.97675 3.40682
H -5.40153 0.03983 1.97991
O -1.43461 0.20589 3.69829
C -0.65608 0.43393 2.78125
O 0.09337 -0.41350 2.16435
C -0.51876 1.85256 2.26087
C -0.84732 2.89336 3.12170
C -0.75168 4.21036 2.70995
C -0.34374 4.49337 1.41072
C -0.03077 3.45983 0.54335
C -0.10871 2.12526 0.94662
P 0.43098 0.78031 -0.22511
C -0.13443 1.40302 -1.86585
C 0.51300 0.96125 -3.02209
C 0.00948 1.24637 -4.28579
C -1.16827 1.97028 -4.41656
C -1.84131 2.38892 -3.27332
C -1.33642 2.09992 -2.01143
C 2.22397 1.36044 -0.21432
C 2.96845 0.93043 0.89038
C 4.28660 1.32616 1.06901
C 4.90330 2.15888 0.14351
C 4.18264 2.59266 -0.96040
C 2.85756 2.20008 -1.13365
H -1.19362 2.63349 4.11466
H -0.99819 5.01633 3.39136
H -0.27124 5.52102 1.07230
H 0.28718 3.69209 -0.46718
H 1.41309 0.36066 -2.93283
H 0.52493 0.87817 -5.16624
H -1.57089 2.18710 -5.39968
H -2.77661 2.92876 -3.36173
H -1.89710 2.38470 -1.12698
H 2.49485 0.27011 1.61176
H 4.84144 0.96450 1.92794
H 5.93533 2.46375 0.27956
H 4.65023 3.24208 -1.69409
H 2.31387 2.57195 -1.99146
*
```

---

Here is a cluster of 8 separate species, C34H84NO19P2S in total from the OMol25 dataset. Energies are from wB97M-V/def2-TZVPD.

Results
Frontier orbital gap (Eh): 0.25566
HOMO energy (eV): -5.02

```
! wB97M-V def2-TZVPD RIJCOSX def2/J DEFGRID3
* xyz -1 1
C 0.17594 -5.76620 0.91889
C 1.64733 -5.34720 0.67325
C 2.07524 -5.82335 -0.72542
C 1.65156 -3.79364 0.65913
N 3.03600 -3.34445 0.91546
C 3.27467 -2.94149 2.31558
P 5.00405 -3.38957 2.88670
S 6.31005 -1.96675 3.11134
C 2.83863 -1.50493 2.68502
O 3.24350 -1.02647 3.76176
O 2.04583 -0.91288 1.91719
P 3.59619 -2.28583 -0.24927
O 4.17118 -3.02109 -1.38929
O 4.65775 -1.22056 0.27927
O 2.35831 -1.41752 -0.87903
H -0.09678 -5.58795 1.96448
H -0.43892 -5.08059 0.32542
H 0.01899 -6.81021 0.64275
H 2.31404 -5.75042 1.44028
H 2.96693 -5.28883 -1.06953
H 1.27048 -5.59057 -1.43230
H 2.28408 -6.89777 -0.72703
H 1.29305 -3.50816 -0.33053
H 1.00406 -3.40459 1.44908
H 2.62892 -3.59734 2.91830
H 4.82086 -4.00013 4.15278
H 5.48897 -4.43346 2.06123
H 5.41173 -1.32441 -0.31629
H 2.43123 -0.51186 -0.55252
C 1.12725 -3.67747 -4.88831
O 1.32030 -4.34547 -6.12825
C 1.94844 -5.60826 -5.97699
C 0.95092 -6.74038 -6.10051
O 0.04397 -6.75861 -5.00758
C -1.22667 -6.23201 -5.33860
H 0.48518 -2.81601 -5.06672
H 0.64471 -4.32402 -4.15171
H 2.08487 -3.32437 -4.49546
H 2.48380 -5.66692 -5.02507
H 2.68333 -5.69935 -6.78418
H 1.49393 -7.69121 -6.07972
H 0.41422 -6.67809 -7.05236
H -1.76543 -6.92511 -5.99542
H -1.14511 -5.25626 -5.82373
H -1.79188 -6.11742 -4.41464
C 1.33785 2.48130 -3.04126
O 0.72219 2.19144 -1.79927
C 1.47073 2.67152 -0.68655
C 0.86312 3.93855 -0.13184
O 0.99336 5.02488 -1.04510
C -0.21320 5.30740 -1.72812
H 0.62432 2.24764 -3.83127
H 1.61491 3.53639 -3.12149
H 2.22705 1.85642 -3.17873
H 2.51811 2.83249 -0.96063
H 1.43804 1.88767 0.07750
H 1.40508 4.21989 0.77637
H -0.18424 3.77811 0.13569
H -0.93582 5.76827 -1.04551
H -0.65036 4.40882 -2.17084
H 0.01344 6.01458 -2.52649
C -1.91494 1.85551 1.21166
O -2.48781 2.77629 0.29011
C -3.35929 2.15708 -0.63953
C -4.81018 2.39716 -0.28082
O -5.17130 1.72191 0.91745
C -5.24465 2.59742 2.03063
H -1.41084 2.42715 1.98957
H -2.67525 1.22539 1.67826
H -1.17596 1.22892 0.70368
H -3.15108 1.08634 -0.71656
H -3.16015 2.61035 -1.61663
H -5.44033 1.98942 -1.07888
H -5.01670 3.46875 -0.20162
H -6.12522 3.24534 1.94598
H -4.34572 3.21091 2.12047
H -5.34517 1.99032 2.93014
C 13.16138 -2.96032 1.77725
O 12.68211 -1.99072 0.86605
C 11.73484 -2.51994 -0.05330
C 10.31890 -2.13708 0.32184
O 9.91138 -2.77129 1.52002
C 9.93348 -1.90139 2.64123
H 13.73067 -2.44245 2.54851
H 12.34298 -3.50534 2.25376
H 13.82631 -3.66649 1.26626
H 11.83153 -3.60715 -0.12915
H 11.96823 -2.09052 -1.03342
H 9.64266 -2.48098 -0.46814
H 10.22070 -1.05030 0.40081
H 9.12046 -1.17454 2.56984
H 10.89154 -1.37906 2.72615
H 9.78105 -2.50287 3.53512
C 5.46300 8.05019 -5.36244
O 4.44195 8.50942 -4.49662
C 3.14922 8.06349 -4.88295
C 2.67323 6.91868 -4.01473
O 3.43732 5.74425 -4.23842
C 4.38073 5.49817 -3.20755
H 6.42212 8.27848 -4.89931
H 5.40079 6.97127 -5.52357
H 5.40694 8.57021 -6.32545
H 3.13465 7.77825 -5.93925
H 2.46781 8.91061 -4.75197
H 1.63939 6.67978 -4.28601
H 2.68846 7.19817 -2.95749
H 3.86691 5.17741 -2.29538
H 4.98670 6.38268 -2.99586
H 5.03672 4.69474 -3.54006
C -10.85406 0.02381 1.67319
O -9.80995 0.07995 0.72071
C -8.56953 0.48239 1.29459
C -7.64603 -0.70119 1.49141
O -8.14365 -1.57840 2.49764
C -8.74731 -2.74178 1.96338
H -11.71188 -0.46052 1.20780
H -10.56524 -0.55278 2.55621
H -11.14239 1.03833 1.97146
H -8.72904 1.01253 2.23820
H -8.10323 1.17896 0.59191
H -6.67540 -0.33568 1.83686
H -7.48881 -1.23286 0.54908
H -7.98401 -3.40664 1.54505
H -9.48243 -2.49767 1.19210
H -9.25252 -3.26082 2.77727
C -10.29899 3.54432 6.36714
O -10.24727 2.16225 6.06578
C -9.48956 1.88078 4.89586
C -8.11877 1.33718 5.24739
O -7.31270 2.33479 5.86026
C -7.21281 2.17577 7.26403
H -10.73382 3.65434 7.35991
H -9.30336 3.99477 6.36971
H -10.93734 4.06682 5.64605
H -9.40746 2.76767 4.25946
H -10.03705 1.11566 4.33765
H -7.61065 1.03893 4.32508
H -8.20275 0.45324 5.88510
H -6.58957 1.30777 7.50353
H -8.19558 2.06025 7.72818
H -6.73673 3.06799 7.66843
*
```

---

Here is the ion C4H12N3 with charge +1 from the OMol25 dataset. Energies are from wB97M-V/def2-TZVPD.

Results
ΔE to the lowest compared entry with this formula, charge and spin (kJ/mol): 185.6
Frontier orbital gap (Eh): 0.35662
SMILES string: N/C=[NH+]\CCCN
HOMO energy (eV): -13.75

```
! wB97M-V def2-TZVPD RIJCOSX def2/J DEFGRID3
* xyz 1 1
C -1.76310 -0.78601 0.74800
C -1.21117 0.69273 0.61136
C -0.63204 1.09373 -0.75267
N 1.96047 -0.69944 -0.19736
C 1.77712 0.33519 -0.97741
N 0.87313 1.33670 -0.85746
N -0.70788 -1.70168 1.15869
H -2.27216 -1.01238 -0.17885
H -2.56324 -0.84385 1.53932
H -1.95897 1.34308 1.03206
H -0.50229 0.57440 1.41378
H -1.04222 0.50470 -1.56333
H -1.06023 2.11374 -0.81517
H 2.86865 -1.10757 -0.02069
H 2.62659 0.55379 -1.65045
H 1.17696 2.21580 -1.23084
H 1.16105 -0.93605 0.41151
H -0.92708 -1.94835 2.14891
H -0.89564 -2.57782 0.67424
*
```

---

Here is an isolated molecule of C4H8O2 from the OMol25 dataset. Energies are from wB97M-V/def2-TZVPD.

Results
ΔE to the lowest compared entry with this formula, charge and spin (kJ/mol): 107.7
Frontier orbital gap (Eh): 0.37675
SMILES string: CCC(=O)CO
HOMO energy (eV): -9.60

```
! wB97M-V def2-TZVPD RIJCOSX def2/J DEFGRID3
* xyz 0 1
C -1.75388 -0.89424 0.70876
C -0.59267 0.10099 0.59140
C 1.49122 0.53930 -0.92051
O 1.98828 1.20112 0.22566
C 0.03795 0.08715 -0.78997
O -0.57920 -0.22430 -1.78751
H -2.70035 -0.38953 0.93612
H -1.54039 -1.61692 1.50236
H -1.85953 -1.41219 -0.24999
H 0.18094 -0.01498 1.35868
H 2.08843 -0.35054 -1.16150
H 1.53390 1.20172 -1.79397
H 2.68169 0.66255 0.62216
H -0.97641 1.10985 0.75831
*
```

---

Here is the ion C4H2NO3 with charge -1 from the OMol25 dataset. Energies are from wB97M-V/def2-TZVPD.

Results
ΔE to the lowest compared entry with this formula, charge and spin (kJ/mol): 277.3
Frontier orbital gap (spin up / spin down) (Eh): 0.30714 / 0.30752
HOMO energy (spin up / spin down) (eV): -5.19 / -5.20

```
! wB97M-V def2-TZVPD RIJCOSX def2/J DEFGRID3
* xyz -1 1
C -2.00993 -1.60988 -0.07682
C -2.36002 0.93173 0.12833
C 0.02454 -0.15340 0.31344
C -1.51124 -0.33566 0.22473
N -2.41098 -2.68275 -0.12216
O -2.67419 1.74041 0.98193
O -2.57174 0.77252 -1.08766
O 0.03486 -0.72705 1.56532
H 0.71008 -0.79794 -0.44568
H 0.43588 0.84971 0.41770
*
```

---

Here is a structure of composition C22H52AlFNO18S8 from the OMol25 dataset. Energies are from wB97M-V/def2-TZVPD.

Results
ΔE to the lowest compared entry with this formula, charge and spin (kJ/mol): 269.4
Frontier orbital gap (Eh): 0.24547
HOMO energy (eV): -5.05

```
! wB97M-V def2-TZVPD RIJCOSX def2/J DEFGRID3
* xyz -1 1
C 3.71665 -2.69647 -0.02830
C 2.66325 -2.03402 0.67091
C 1.57039 -1.15022 1.57448
Al -0.11159 -0.64437 0.43704
F -0.18001 -1.65092 -1.17009
S -0.00399 1.63007 -0.06032
N -1.63098 -0.88607 1.59386
C -2.52976 -1.62852 0.81800
S -3.73995 -2.82583 0.48807
H 4.81457 -3.11009 -0.24760
H 1.25455 -1.70369 2.56903
H 2.10779 -0.11527 1.77992
H 0.75694 2.26464 0.95545
O 1.25415 4.82095 0.50764
S 1.31575 5.72215 -0.62271
O 1.53617 5.24922 -1.97280
O 2.39078 6.90432 -0.30068
C 3.70968 6.54120 0.08066
C 4.53576 6.11548 -1.11848
C -0.14028 6.73852 -0.61606
H 3.69254 5.75990 0.84783
H 4.16734 7.42748 0.53279
H 4.16389 5.17611 -1.53815
H 5.58187 5.96824 -0.83504
H 4.48386 6.86719 -1.91248
H -0.28392 7.14488 0.38654
H -0.99101 6.11181 -0.89205
H -0.01581 7.53949 -1.34711
O -1.97304 6.80530 -5.82451
S -2.26791 5.39913 -5.99592
O -2.70487 4.56494 -4.89674
O -1.00374 4.67759 -6.72955
C 0.28813 4.81836 -6.15682
C 0.46412 3.90783 -4.95617
C -3.42807 5.22260 -7.32855
H 0.48667 5.86295 -5.89470
H 1.01245 4.53589 -6.92814
H -0.17706 4.22223 -4.12739
H 1.50044 3.92430 -4.60670
H 0.18827 2.87834 -5.20571
H -3.07791 5.80505 -8.18243
H -4.39425 5.60071 -6.98766
H -3.51247 4.16526 -7.58627
O -6.97656 0.03245 -4.99499
S -6.33150 0.93350 -5.92538
O -6.96002 2.15869 -6.37135
O -5.84661 0.08873 -7.23235
C -6.80215 -0.69777 -7.92885
C -7.68869 0.16051 -8.81147
C -4.71549 1.32723 -5.30365
H -7.39757 -1.29615 -7.23121
H -6.24253 -1.39779 -8.55827
H -8.33502 0.80617 -8.20963
H -8.32790 -0.46420 -9.44195
H -7.08534 0.81275 -9.45082
H -4.21190 0.40284 -5.01577
H -4.83712 1.97483 -4.43273
H -4.15537 1.85048 -6.08080
O -3.22960 4.96427 0.10324
S -3.99284 5.34789 1.27112
O -3.38545 5.47916 2.57835
O -5.29642 4.37723 1.39528
C -5.10069 2.97069 1.40550
C -4.61215 2.48909 2.75864
C -4.86812 6.84933 0.90695
H -4.41711 2.66638 0.60588
H -6.07164 2.51111 1.19236
H -3.60024 2.85136 2.96265
H -4.59388 1.39613 2.79682
H -5.25711 2.86316 3.56008
H -5.37552 6.73953 -0.05297
H -4.13942 7.66112 0.85517
H -5.58505 7.04365 1.70679
O 6.70956 -5.95422 3.79821
S 6.05019 -6.12116 2.52110
O 5.54530 -4.99634 1.76290
O 4.85879 -7.22231 2.67913
C 3.87979 -7.02742 3.68926
C 2.86015 -5.98195 3.27828
C 7.10237 -7.08309 1.46250
H 4.35047 -6.76855 4.64358
H 3.37044 -7.98661 3.83031
H 3.31619 -4.98910 3.22241
H 2.03975 -5.93681 4.00026
H 2.45158 -6.20618 2.28782
H 7.44427 -7.96387 2.00866
H 7.95548 -6.46259 1.17992
H 6.54043 -7.37054 0.57194
O 5.73117 -9.77154 7.76521
S 4.39469 -9.22054 7.82731
O 3.92327 -8.23609 6.87672
O 4.11923 -8.66550 9.33495
C 5.03475 -7.73704 9.89758
C 4.81924 -6.34129 9.34346
C 3.23122 -10.56132 7.86849
H 6.06772 -8.06817 9.74723
H 4.85396 -7.72406 10.97764
H 5.08503 -6.29417 8.28329
H 5.43514 -5.61307 9.87892
H 3.76774 -6.04856 9.42640
H 3.54925 -11.28313 8.62269
H 3.22061 -11.02983 6.88205
H 2.24177 -10.16393 8.10207
*
```

---

no.,F_max (hartree/bohr)
1,0.0519
2,0.0590
3,0.0232
4,0.0514
5,0.0629
6,0.0122
7,0.0743
8,0.2129